Record 1
{
  "formula": "C42H45N6O5S2Y",
  "method": "wB97M-V/def2-TZVPD",
  "homo_ev": -10.60,
  "energy_ev": -86165.1378,
  "orbital_gap_ha": 0.161,
  "relative_energy_ev": 0.000,
  "fmax_ha_per_bohr": 0.0367,
  "charge": 2,
  "spin_multiplicity": 1,
  "symbols": ["Y", "C", "C", "C", "C", "C", "N", "C", "C", "C", "N", "C", "C", "C", "C", "C", "C", "C", "C", "N", "C", "C", "C", "N", "C", "C", "C", "C", "O", "C", "O", "H", "H", "H", "H", "H", "H", "H", "H", "H", "H", "H", "H", "H", "H", "H", "H", "H", "H", "H", "H", "H", "H", "H", "H", "H", "H", "H", "H", "N", "S", "C", "C", "C", "C", "C", "C", "C", "C", "C", "C", "C", "C", "H", "H", "H", "H", "H", "H", "H", "H", "H", "H", "H", "N", "C", "C", "C", "C", "C", "C", "S", "O", "O", "O", "H", "H", "H", "H", "H", "H"],
  "positions_angstrom": [[0.465784, -0.130744, 0.213409], [-1.070811, -0.401333, 7.542095], [-0.888738, -0.667576, 6.063254], [-1.604071, -1.612047, 5.384479], [-1.435299, -1.835862, 3.998147], [-2.297821, -2.762313, 3.378513], [-2.277840, -3.065041, 2.115870], [-3.284172, -3.904862, 1.438357], [-3.076333, -3.813739, -0.065341], [-1.899076, -4.693044, -0.476612], [-1.485188, -4.448266, -1.877807], [-0.310148, -4.247849, -2.274020], [0.864663, -4.215257, -1.386959], [1.652234, -5.359169, -1.294516], [2.769000, -5.394903, -0.472295], [3.618462, -6.641679, -0.340166], [3.108400, -4.196968, 0.137989], [2.375300, -3.009803, 0.001377], [3.105801, -1.781653, 0.370535], [2.743366, -0.569309, 0.184766], [3.792127, 0.469947, 0.310693], [3.658718, 1.368332, 1.534137], [2.310033, 2.070791, 1.674606], [1.264276, 1.084853, 2.028607], [1.085526, 0.897937, 3.278036], [0.184183, -0.055860, 3.923095], [0.001097, 0.095057, 5.290206], [-0.506130, -1.083195, 3.233583], [-0.329115, -1.329436, 1.973028], [1.150545, -3.025118, -0.704434], [0.324412, -2.004063, -0.791951], [-1.690937, -1.164474, 8.011725], [-1.551148, 0.565718, 7.704366], [-0.110255, -0.380641, 8.060100], [-2.335981, -2.214454, 5.918400], [-3.067378, -3.242352, 3.980405], [-1.533782, -2.602225, 1.591145], [-4.279491, -3.564015, 1.704683], [-3.192536, -4.939276, 1.772083], [-2.884866, -2.775413, -0.348382], [-3.988276, -4.131012, -0.572328], [-2.172401, -5.742804, -0.397742], [-1.028719, -4.524388, 0.146835], [-2.215733, -4.498079, -2.585413], [-0.195990, -4.136136, -3.354437], [1.385831, -6.246445, -1.869333], [3.012450, -7.547284, -0.391513], [4.158237, -6.650233, 0.606721], [4.359664, -6.696135, -1.141697], [4.026487, -4.155704, 0.720682], [4.126658, -1.969112, 0.704857], [3.732646, 1.084594, -0.589556], [4.776450, 0.005759, 0.309217], [4.442334, 2.125346, 1.472815], [3.844498, 0.782447, 2.438434], [2.040410, 2.569177, 0.739998], [2.377682, 2.832814, 2.447116], [1.633797, 1.533180, 3.977835], [0.575142, 0.872117, 5.794044], [0.836068, 1.154472, -1.571125], [-0.022696, 1.504719, -2.908669], [-0.253543, 3.247545, -2.965650], [-1.543184, 3.708358, -3.209359], [-1.766398, 5.076054, -3.243044], [-0.706016, 5.951125, -3.045114], [0.582241, 5.468471, -2.814674], [0.819429, 4.104339, -2.767397], [1.067915, 1.294361, -4.300358], [0.465041, 1.253587, -5.552198], [1.265931, 1.157606, -6.680689], [2.647952, 1.094980, -6.548866], [3.234831, 1.120754, -5.289305], [2.443095, 1.215666, -4.151051], [1.679200, 1.726805, -1.559596], [-2.367606, 3.011603, -3.342912], [-2.771426, 5.462244, -3.376157], [-0.895753, 7.015411, -3.027385], [1.403441, 6.161463, -2.666255], [1.831913, 3.732127, -2.612626], [-0.616316, 1.321591, -5.647592], [0.809422, 1.135634, -7.663380], [3.271428, 1.025008, -7.432592], [4.313951, 1.071466, -5.190581], [2.907898, 1.214673, -3.171027], [-2.006078, 0.423052, 0.323240], [-2.323242, 1.855872, 0.513665], [-3.624914, 2.252205, 0.787432], [-3.925427, 3.601074, 0.863071], [-2.924905, 4.562902, 0.679030], [-1.617141, 4.152402, 0.439113], [-1.323735, 2.795708, 0.343567], [-3.364459, 6.311987, 0.680899], [-4.410747, 6.399054, -0.323268], [-3.794048, 6.607824, 2.027848], [-2.140701, 7.003767, 0.290131], [-2.510568, -0.102951, 1.018772], [-2.416671, 0.152934, -0.562583], [-4.407306, 1.503292, 0.927009], [-4.941174, 3.931215, 1.066045], [-0.850744, 4.912058, 0.302790], [-0.308939, 2.478741, 0.119100]],
  "forces_ev_per_a": [[-1.5623, 0.2984, 0.2472], [0.0744, -0.0078, -0.2050], [0.1042, 0.2341, 0.2679], [-0.2192, -0.2221, 0.0603], [-0.2013, -0.1879, 0.0958], [-0.1271, -0.0540, 0.3118], [-0.3472, -0.3552, -0.3049], [0.2569, 0.1450, 0.0712], [0.0975, -0.0383, -0.1222], [-0.0884, 0.1515, -0.2666], [-1.6899, -0.3918, 0.7456], [1.5792, 0.2730, -0.5954], [-0.1914, -0.3075, -0.1587], [-0.1109, -0.1533, -0.1229], [0.1440, -0.1423, 0.0301], [-0.0771, 0.1783, -0.0095], [0.2123, 0.0932, 0.0810], [0.3921, 0.2313, 0.2131], [-0.0660, -0.3483, -0.2938], [0.7797, -0.1139, 0.1882], [-0.2434, -0.0639, 0.0796], [-0.0783, -0.0787, -0.0028], [0.0464, -0.2932, 0.0540], [0.4722, 0.2285, 0.3896], [-0.2056, -0.0456, 0.2765], [0.2452, 0.2721, -0.0324], [0.0756, 0.1760, 0.2286], [0.0636, 0.0521, -0.1994], [0.0740, -0.0082, 0.2935], [-0.1079, 0.2215, -0.1191], [0.3294, -0.9099, -0.2109], [0.0345, 0.0171, -0.0675], [0.0196, -0.0345, -0.0348], [-0.0393, -0.0189, -0.0491], [0.0621, 0.0433, -0.0666], [0.0352, 0.0386, 0.0048], [0.1245, 0.1097, -0.1391], [-0.0813, 0.1204, 0.0514], [0.0388, -0.0300, 0.0788], [-0.0291, 0.0073, -0.0048], [0.0068, -0.0080, -0.0084], [-0.0011, -0.1320, -0.0511], [0.1523, 0.0613, 0.0235], [-0.0439, 0.0353, 0.1223], [0.0821, 0.0183, 0.1218], [0.0139, 0.1335, 0.0943], [0.0046, 0.0822, 0.0083], [-0.0403, 0.0134, -0.0330], [-0.0600, 0.0342, 0.0368], [-0.0623, -0.0090, -0.0821], [0.0995, -0.0771, 0.0127], [-0.0344, -0.0031, -0.0840], [0.1058, -0.0932, -0.0019], [0.0101, -0.0126, 0.0010], [0.0347, 0.0381, 0.0252], [-0.0978, 0.0351, 0.0106], [-0.0575, 0.1477, 0.0533], [-0.0054, 0.0236, 0.0567], [-0.0857, -0.0621, -0.0645], [0.1467, 0.5090, -1.0574], [0.1993, -0.1232, 0.3064], [-0.3050, 0.0750, -0.0180], [0.0297, -0.1244, 0.0897], [-0.0546, 0.1817, 0.0884], [-0.0540, -0.0864, 0.1636], [0.0436, 0.0491, 0.0468], [0.0746, 0.2299, -0.1207], [0.0270, -0.1762, -0.1000], [-0.0193, 0.0663, -0.0116], [-0.0363, -0.0053, -0.0126], [0.0488, 0.0051, 0.0253], [0.0155, 0.0042, -0.0144], [0.0469, -0.0497, -0.0773], [-0.0082, 0.0540, 0.0139], [0.1314, 0.0818, 0.0408], [0.1174, -0.0364, 0.0087], [0.0292, 0.0030, -0.0198], [-0.1086, -0.0487, 0.0007], [-0.1812, 0.0403, -0.0219], [0.1404, -0.0106, 0.0111], [0.0413, 0.0020, 0.0755], [-0.0468, 0.0070, 0.0690], [-0.1101, -0.0048, -0.0181], [-0.0672, -0.0045, -0.0717], [0.2196, 0.6149, -0.3439], [0.0601, -0.1903, -0.1268], [-0.1802, -0.0925, 0.0294], [0.0365, 0.2396, 0.1199], [0.0586, -0.3347, -0.0485], [-0.1907, 0.1582, -0.0116], [0.0681, -0.0140, 0.2191], [0.0671, 1.5738, -0.3613], [0.0370, -0.5810, 0.0082], [-0.0181, -0.5840, 0.1842], [0.1506, -0.6588, -0.0158], [-0.0898, -0.2262, 0.3118], [-0.1864, -0.0953, -0.2342], [0.1365, 0.1617, -0.0540], [0.1579, -0.0150, -0.0709], [-0.1444, -0.0686, 0.0013], [-0.0996, 0.1623, -0.0085]],
  "mulliken_charge": [0.654, -1.628, -0.265, -0.626, 0.620, -0.468, 0.269, -0.940, -0.407, -0.666, 0.127, -0.902, 0.131, -0.310, -0.043, -1.638, -0.905, 0.717, -0.201, 0.056, -0.734, -0.651, -0.914, 0.171, -0.653, 0.656, -0.632, 0.437, 0.132, 1.372, -1.043, 0.389, 0.352, 0.374, 0.416, 0.532, -0.168, 0.558, 0.378, 0.140, 0.509, 0.279, 0.437, 0.368, 0.524, 0.502, 0.408, 0.405, 0.328, 0.470, 0.423, -0.036, 0.645, 0.543, 0.245, 0.079, 0.660, 0.414, 0.535, 0.203, -0.234, 1.113, -0.306, -0.607, -0.479, -0.867, -0.424, 0.564, -0.474, -0.697, -0.520, -0.719, 0.005, -0.247, 0.393, 0.413, 0.414, 0.424, 0.322, 0.451, 0.418, 0.416, 0.428, 0.352, -0.232, 0.038, -0.806, -0.872, -0.440, -1.294, 0.877, 1.347, -0.683, -0.661, -0.704, 0.221, 0.332, 0.421, 0.415, 0.613, 0.658]
}


Record 2
{
  "formula": "C4H11BBrGaIO2Ti",
  "method": "wB97M-V/def2-TZVPD",
  "homo_ev": [-7.34, -6.49],
  "energy_ev": -162729.6100,
  "orbital_gap_ha": [0.222, 0.211],
  "fmax_ha_per_bohr": 0.0430,
  "charge": 0,
  "spin_multiplicity": 2,
  "symbols": ["C", "O", "B", "O", "Ga", "Br", "C", "C", "C", "I", "H", "H", "H", "H", "H", "H", "H", "H", "H", "H", "H", "Ti"],
  "positions_angstrom": [[3.744213, 0.281804, -0.106741], [3.222963, -1.047914, -0.056052], [1.939430, -1.109816, 0.479692], [1.757212, -2.062300, 1.453536], [0.402496, 0.171605, -0.176869], [0.882619, 1.141784, -2.383548], [-1.454992, -0.685200, -0.391214], [-2.555859, 0.389195, -0.544755], [-3.279219, 0.688930, 0.770833], [-2.760217, 2.568919, 1.660755], [4.792749, 0.249680, 0.159600], [3.270264, 0.954740, 0.599418], [3.665957, 0.705348, -1.103310], [1.579595, -1.683060, 2.327559], [0.289130, 1.377100, 0.836611], [-1.660638, -1.341124, 0.441515], [-1.490638, -1.263237, -1.320093], [-3.273892, 0.102769, -1.304377], [-2.098907, 1.305361, -0.898547], [-3.095330, -0.087696, 1.494862], [-4.340319, 0.722352, 0.588589], [0.463384, -1.379239, -2.527464]],
  "forces_ev_per_a": [[0.2908, -0.1091, -0.4064], [-0.1424, 0.2708, 0.4654], [0.5826, 0.0956, -0.6948], [-0.0300, -0.1650, 0.6230], [-0.2916, 0.0622, 2.1888], [0.0318, 0.0907, -0.5048], [0.4822, 1.1218, -0.9508], [0.6229, 0.1262, 0.3506], [-0.0094, -0.0724, -0.5351], [-0.1039, -0.1908, 0.0206], [0.2564, -0.1752, 0.0366], [-0.2671, 0.0911, 0.1102], [-0.1074, 0.0575, -0.1990], [-0.2597, -0.2936, -0.4194], [-0.0702, 0.1739, -0.2714], [0.1042, -0.4641, 0.0735], [-0.3187, -0.7233, -0.1851], [-0.3235, -0.1459, -0.0498], [-0.0289, 0.2553, -0.2609], [0.1147, -0.0539, 0.3923], [-0.3401, 0.2262, 0.1584], [-0.1928, -0.1783, 0.0581]],
  "mulliken_spin": [-0.001, -0.004, -0.004, 0.000, -0.004, 0.019, 0.042, -0.002, 0.001, 0.000, 0.000, 0.000, 0.004, 0.000, 0.001, 0.011, -0.050, -0.002, 0.001, 0.000, 0.000, 0.988]
}